Arrangement A

Formula: C2H3ClNOP
Source: the OMol25 dataset
Level of theory: the ωB97M-V functional and the def2-TZVPD basis

Last column: natural (NBO) charge in e.
Cartesian coordinates (Å):
1 C -0.9772 0.8441 -0.3149  -0.07
2 C -0.5662 -0.5708 0.2525  -0.11
3 N -2.1324 1.0931 -0.6614  -0.20
4 O 0.7755 -0.9998 0.1767  -0.77
5 P 1.9307 0.0326 0.6376  0.80
6 Cl 3.1591 -0.2111 -0.8370  -0.26
7 H -0.0150 1.2977 -0.1440  0.19
8 H -0.9255 -0.3082 1.2103  0.20
9 H -1.2489 -1.1776 -0.3200  0.22

Orbital gap (spin up / spin down), eV: 8.4 / 7.3
HOMO (spin up / spin down), eV: -9.4478 / -8.1960
Total charge: 0

***

Arrangement B

Formula: C2H3ClNOP
Source: the OMol25 dataset
Level of theory: the ωB97M-V functional and the def2-TZVPD basis

Last column: natural (NBO) charge in e.
Cartesian coordinates (Å):
1 C 0.9224 0.3594 0.8740  -0.96
2 P -0.0527 -0.1645 -0.6192  1.37
3 O 0.5963 -1.9610 -1.5508  -0.76
4 Cl -0.1057 1.3469 -1.8724  -0.16
5 C -1.7234 -0.3439 -0.2314  -0.17
6 N -2.8220 -0.6777 -0.1362  -0.16
7 H 0.4943 1.3178 1.2818  0.26
8 H 0.6422 -0.2817 1.7527  0.28
9 H 2.0487 0.4047 0.5016  0.29

Orbital gap (spin up / spin down), eV: 9.0 / 9.0
HOMO (spin up / spin down), eV: -9.7475 / -9.7483
SMILES: C[P@](=O)(Cl)C#N
Total charge: 0

***

Stability, lowest: arrangement B

***

Arrangement A

Formula: C4H9FN2
Source: the OMol25 dataset
Level of theory: the ωB97M-V functional and the def2-TZVPD basis

Last column: natural (NBO) charge in e.
Cartesian coordinates (Å):
1 C 2.0865 -1.2066 -0.0410  -0.45
2 N 0.6381 -1.5415 0.0849  -0.45
3 C -0.1820 -0.5944 -0.0760  0.37
4 C -1.5983 -0.7142 -0.1090  0.01
5 F -2.1184 -2.0402 0.0253  -0.35
6 N 0.2518 0.7525 -0.1348  -0.64
7 C -0.6837 1.8803 0.0578  -0.43
8 H 2.2516 -0.4868 -0.8194  0.19
9 H 2.6884 -2.1748 -0.3496  0.21
10 H 2.3786 -0.7671 0.9566  0.19
11 H -1.9150 -0.3311 0.8756  0.19
12 H -1.9286 -0.2483 -0.9410  0.18
13 H 1.0583 0.9924 0.5483  0.38
14 H -0.1801 2.7199 -0.3911  0.21
15 H -1.1804 2.0905 1.0395  0.20
16 H -1.5666 1.6692 -0.7261  0.19

Orbital gap, eV: 9.7
HOMO, eV: -9.0214
SMILES: C/N=C(/CF)NC
Total charge: 0

***

Arrangement B

Formula: C4H9FN2
Source: the OMol25 dataset
Level of theory: the ωB97M-V functional and the def2-TZVPD basis

Last column: natural (NBO) charge in e.
Cartesian coordinates (Å):
1 N -0.5951 -0.5999 2.2357  -0.83
2 C -0.8786 -0.0857 0.9401  -0.23
3 C 0.3898 0.3943 0.2364  -0.09
4 N 1.1652 -0.6409 -0.4081  -0.61
5 C 0.5713 -0.2657 -1.7458  -0.26
6 C 0.0695 1.0451 -1.1236  0.19
7 F -1.2590 1.2637 -1.3068  -0.35
8 H -0.1071 0.1264 2.8134  0.35
9 H 0.0080 -1.4156 2.2164  0.35
10 H -1.2865 -0.8299 0.3160  0.18
11 H -1.6304 0.6871 0.9607  0.21
12 H 0.9542 1.0124 0.9358  0.18
13 H 0.8211 -1.5861 -0.1913  0.34
14 H 1.3488 -0.1908 -2.5268  0.20
15 H -0.2072 -0.9052 -2.0641  0.20
16 H 0.6361 1.9908 -1.2880  0.17

Orbital gap, eV: 10.1
HOMO, eV: -9.0023
SMILES: NC[C@H]1NC[C@H]1F
Total charge: 0

***

Stability, lowest: arrangement A

***

Arrangement A

Formula: C3H11O3
Source: the OMol25 dataset
Level of theory: the ωB97M-V functional and the def2-TZVPD basis

Last column: Löwdin spin population.
Cartesian coordinates (Å):
1 C -0.0650 0.6296 1.2355  0.09
2 O 0.8609 0.2662 0.2585  0.81
3 C -1.2283 -0.3979 1.2774  0.02
4 C -2.4551 -0.0148 0.4931  0.01
5 H 0.5267 0.5975 2.2339  0.07
6 H -0.6120 1.6836 1.2763  0.01
7 H -0.7437 -1.3150 0.9400  0.00
8 H -1.5669 -0.5210 2.3561  0.00
9 H -3.1231 -0.8793 0.4524  0.00
10 H -2.9709 0.8429 1.0208  0.00
11 H -2.1411 0.2461 -0.4828  0.00
12 H 1.3299 -2.5050 -0.0080  0.00
13 H 1.7832 -1.3780 -0.7653  0.00
14 O 1.9196 -2.2839 -0.8183  0.00
15 H 1.2015 1.3215 -1.3895  0.00
16 H 0.7221 2.7393 -1.9703  0.00
17 O 0.7301 1.7510 -2.1527  0.01

Orbital gap (spin up / spin down), eV: 11.8 / 8.4
HOMO (spin up / spin down), eV: -11.1499 / -10.8143
Spin multiplicity: 2
Total charge: 0

***

Arrangement B

Formula: C3H11O3
Source: the OMol25 dataset
Level of theory: the ωB97M-V functional and the def2-TZVPD basis

Last column: Löwdin spin population.
Cartesian coordinates (Å):
1 C -0.5528 0.7691 -0.1121  0.08
2 O 0.4697 -0.0687 -0.5531  0.77
3 C -0.5011 0.9973 1.3720  0.01
4 C -1.5533 2.0135 1.8495  0.00
5 H -1.5167 0.3072 -0.3763  0.05
6 H -0.4538 1.7070 -0.6747  0.02
7 H 0.5169 1.1761 1.7104  0.00
8 H -0.7555 0.0608 1.8819  0.00
9 H -1.8538 1.8534 2.8805  0.00
10 H -2.4491 1.8584 1.2324  0.00
11 H -1.3442 3.0728 1.7143  0.00
12 H -0.7724 -2.5997 -0.6035  0.00
13 H 0.0537 -1.4024 -0.0709  0.01
14 O -0.4550 -2.2198 0.2122  0.06
15 H 1.7818 -0.7023 -1.7736  0.00
16 H 2.6482 -1.8190 -2.0815  0.00
17 O 2.4140 -0.9753 -2.4317  0.00

Orbital gap (spin up / spin down), eV: 11.9 / 8.2
HOMO (spin up / spin down), eV: -11.1549 / -11.1083
Spin multiplicity: 2
Total charge: 0

***

Stability, lowest: arrangement A

***

Arrangement A

Formula: C3H6F2S
Source: the OMol25 dataset
Level of theory: the ωB97M-V functional and the def2-TZVPD basis

Last column: natural (NBO) charge in e.
Cartesian coordinates (Å):
1 C -1.1495 -0.8416 -0.1536  -0.70
2 C 0.2666 1.2077 0.1653  0.00
3 C 0.2067 -0.2931 -0.0938  0.16
4 F 1.4990 1.4774 0.6667  -0.36
5 F 0.6465 -0.0291 -2.1781  -0.66
6 S 1.3352 -1.3590 0.5717  0.22
7 H -1.5822 -0.8057 0.8329  0.24
8 H -1.9353 -0.1956 -0.7405  0.26
9 H -1.0077 -1.9065 -0.6035  0.26
10 H -0.6254 1.3387 0.9413  0.17
11 H 0.2606 1.8896 -0.6375  0.25
12 H 2.0854 -0.4827 1.2292  0.16

Orbital gap (spin up / spin down), eV: 9.4 / 9.4
HOMO (spin up / spin down), eV: -10.0869 / -10.0880
Total charge: 0

***

Arrangement B

Formula: C3H6F2S
Source: the OMol25 dataset
Level of theory: the ωB97M-V functional and the def2-TZVPD basis

Last column: natural (NBO) charge in e.
Cartesian coordinates (Å):
1 C -0.6028 -0.5107 -1.0286  -0.61
2 C 0.3946 0.1978 -0.1074  -0.44
3 S -0.1591 1.8211 0.2005  0.01
4 C 0.4388 -0.4620 1.2248  0.55
5 F 1.0527 0.4194 2.1144  -0.35
6 F -0.8857 -0.5586 1.5359  -0.35
7 H -0.2511 -1.5250 -1.2296  0.20
8 H -0.7561 -0.0357 -2.0191  0.22
9 H -1.5712 -0.6228 -0.5776  0.24
10 H 1.3978 0.3216 -0.4881  0.23
11 H 0.0886 2.4086 -1.0793  0.13
12 H 0.8534 -1.4537 1.4542  0.17

Orbital gap, eV: 9.7
HOMO, eV: -9.0287
SMILES: C[C@@H](S)C(F)F
Total charge: 0

***

Stability, lowest: arrangement A

***

Arrangement A

Formula: CH2Cl2O2
Source: the OMol25 dataset
Level of theory: the ωB97M-V functional and the def2-TZVPD basis

Last column: natural (NBO) charge in e.
Cartesian coordinates (Å):
1 C 0.9700 1.0527 1.2382  -0.28
2 O -1.0717 -2.0579 -1.2942  -0.38
3 O -1.6123 -0.8361 -0.8830  -0.16
4 Cl 1.2864 2.5609 0.5156  0.03
5 Cl 0.2491 -0.1304 0.2222  0.13
6 H 0.6956 1.2696 2.2419  0.20
7 H -0.5171 -1.8588 -2.0408  0.46

Orbital gap (spin up / spin down), eV: 10.3 / 7.4
HOMO (spin up / spin down), eV: -10.8580 / -8.6521
Total charge: 0

***

Arrangement B

Formula: CH2Cl2O2
Source: the OMol25 dataset
Level of theory: the ωB97M-V functional and the def2-TZVPD basis

Last column: natural (NBO) charge in e.
Cartesian coordinates (Å):
1 O 1.6501 0.2470 0.2927  -0.41
2 O 0.3532 -0.1305 0.7976  -0.28
3 C -0.5588 0.1005 -0.1840  0.07
4 Cl -1.5281 1.6427 -0.0409  -0.05
5 Cl -1.7614 -1.2227 -0.0610  -0.03
6 H 2.0605 -0.6031 0.4661  0.47
7 H -0.2155 -0.0339 -1.2705  0.24

Orbital gap, eV: 11.5
HOMO, eV: -10.9662
SMILES: OOC(Cl)Cl
Total charge: 0

***

Stability, lowest: arrangement A

***

Arrangement A

Formula: C2H2NO2S
Source: the OMol25 dataset
Level of theory: the ωB97M-V functional and the def2-TZVPD basis

Last column: Löwdin spin population.
Cartesian coordinates (Å):
1 C 0.2403 -0.0937 -0.4713  0.14
2 C -0.6208 0.5972 0.4894  1.36
3 N 1.1357 1.0621 -0.4351  0.27
4 O 3.4770 0.0156 -0.3207  0.02
5 O 1.1445 -1.1382 -0.0012  0.07
6 S 2.2166 0.1101 0.4212  0.02
7 H -0.1574 -0.3621 -1.4639  0.01
8 H -0.2533 0.3107 1.5007  0.10

Orbital gap (spin up / spin down), eV: 5.7 / 6.8
HOMO (spin up / spin down), eV: -1.6539 / -3.4713
Spin multiplicity: 3
Total charge: -1

***

Arrangement B

Formula: C2H2NO2S
Source: the OMol25 dataset
Level of theory: the ωB97M-V functional and the def2-TZVPD basis

Last column: Löwdin spin population.
Cartesian coordinates (Å):
1 C -0.7536 0.7384 0.1858  0.01
2 C -0.5742 -0.5761 -0.4053  0.00
3 N -1.0051 0.3155 -1.2310  0.16
4 O 0.2963 1.4463 0.5862  0.21
5 O 2.3909 -1.0181 0.7732  0.59
6 S 1.8567 -0.2203 -0.3771  1.00
7 H -1.6828 0.9501 0.7427  0.00
8 H -0.5282 -1.6359 -0.2745  0.01

Orbital gap (spin up / spin down), eV: 6.9 / 6.4
HOMO (spin up / spin down), eV: -2.9567 / -3.0476
Spin multiplicity: 3
Total charge: -1

***

Stability, lowest: arrangement A